No. 1
{"formula": "C8H8O", "method": "ωB97M-V/def2-TZVPD", "relative_energy_kj_mol": 369.49, "e_lumo_ev": 0.8, "smiles": "C#CC(C#C)C(=C)CO", "e_homo_ev": -9.944, "max_force_ha_per_bohr": 0.028, "gap_ev": 10.73, "elements": ["C", "C", "C", "C", "C", "C", "C", "C", "O", "H", "H", "H", "H", "H", "H", "H", "H"], "xyz": [[-2.869, -1.433, 0.029], [-1.928, -0.703, 0.228], [-0.774, 0.150, 0.476], [-1.086, 1.521, -0.017], [-1.283, 2.612, -0.467], [0.572, -0.361, -0.046], [0.668, -1.532, -0.639], [1.711, 0.578, 0.211], [2.968, -0.096, -0.018], [-3.702, -2.079, -0.152], [-0.619, 0.212, 1.577], [-1.428, 3.612, -0.816], [-0.239, -2.112, -0.846], [1.604, -1.988, -0.983], [1.698, 1.474, -0.433], [1.692, 0.941, 1.256], [3.015, -0.795, 0.640]], "atomic_forces_ev_per_a": [[0.66, 0.51, 0.13], [-0.89, -1.09, -0.19], [0.10, 0.83, 0.44], [0.42, -0.53, 0.13], [0.03, 0.38, 0.05], [-0.66, 0.53, -0.16], [-0.06, -1.04, -0.58], [1.19, -0.40, 0.19], [-0.51, 0.68, 0.08], [0.19, 0.19, 0.05], [-0.30, 0.09, -0.43], [-0.05, -0.24, 0.01], [0.39, 0.22, 0.26], [-0.30, 0.53, 0.19], [-0.10, -0.54, 0.14], [-0.19, -0.03, -0.27], [0.10, -0.08, -0.02]], "nbo_charge": [-0.2134, 0.0076, -0.4063, 0.0159, -0.2308, -0.0043, -0.3856, -0.1021, -0.7081, 0.2421, 0.2611, 0.2424, 0.2164, 0.2186, 0.2128, 0.1712, 0.4624]}

No. 2
{"formula": "C2HNOS", "method": "ωB97M-V/def2-TZVPD", "relative_energy_kj_mol": 476.78, "e_lumo_ev": [-1.9, -1.9], "e_homo_ev": [-10.852, -10.853], "max_force_ha_per_bohr": 0.105, "gap_ev": [8.98, 8.97], "elements": ["C", "C", "N", "O", "S", "H"], "xyz": [[1.394, 0.947, 1.834], [0.643, 0.712, -0.098], [1.754, 0.829, 2.916], [0.504, 0.778, -2.638], [1.040, 1.563, -1.507], [-0.030, -0.225, 0.093]], "atomic_forces_ev_per_a": [[-1.75, -0.18, -5.08], [0.69, -0.31, 2.82], [0.16, 0.07, 0.45], [0.22, 0.87, 0.60], [-0.80, -2.41, 2.04], [1.48, 1.95, -0.83]], "nbo_charge": [0.2416, -0.4755, -0.3940, -0.8377, 1.1900, 0.2756]}

No. 3
{"formula": "C4H8INO3", "method": "ωB97M-V/def2-TZVPD", "relative_energy_kj_mol": 0.00, "e_lumo_ev": [0.5, -3.3], "spin_multiplicity": 3, "e_homo_ev": [-6.030, -10.064], "max_force_ha_per_bohr": 0.080, "gap_ev": [6.53, 6.77], "elements": ["C", "C", "C", "C", "N", "O", "O", "O", "I", "H", "H", "H", "H", "H", "H", "H", "H"], "xyz": [[-1.518, 0.492, -0.827], [0.097, 0.304, 1.760], [0.006, 0.438, -0.829], [0.705, -0.067, 0.469], [0.858, -1.615, 0.389], [-0.195, -2.156, 0.590], [1.911, -2.076, 0.067], [0.467, -0.321, -1.920], [2.862, 0.633, 0.197], [-1.919, 0.687, -1.816], [-1.931, -0.425, -0.428], [-1.888, 1.311, -0.278], [0.871, 0.303, 2.576], [-0.144, 1.359, 1.689], [-0.649, -0.386, 2.087], [0.170, 1.459, -0.912], [0.298, 0.059, -2.812]], "atomic_forces_ev_per_a": [[-0.11, -1.37, -0.07], [1.92, 0.72, 0.95], [-1.47, -1.55, 0.45], [-2.60, -1.76, -1.32], [-1.80, 3.70, -0.23], [-0.04, -1.83, 0.18], [1.18, -1.11, -0.18], [0.65, -0.20, -0.79], [3.32, 0.86, -0.27], [0.22, -0.30, -0.43], [-0.35, -0.24, -0.08], [-0.29, 0.98, 1.17], [-0.35, -0.20, -0.61], [-0.87, 0.10, 0.17], [-1.06, 0.04, 0.05], [1.68, 2.23, -0.28], [-0.04, -0.06, 1.31]], "mulliken_spin": [0.0296, -0.0126, -0.0416, 0.5256, -0.0056, 0.0264, 0.0311, 0.0013, 1.4054, -0.0012, -0.0032, -0.0035, -0.0038, 0.0128, 0.0137, 0.0243, 0.0013]}